ORCA calculation (the ωB97M-V functional and the def2-TZVPD basis) on C31H55NO2PTm as an isolated structure.

Calculated values
- Calculated total energy: -2845.8234 hartree
- ΔE to the lowest compared entry with this formula, charge and spin: 0.0 kJ/mol
- HOMO-LUMO gap (spin up / spin down): 7.18 / 7.21 eV
- HOMO level (spin up / spin down): -6.756 / -6.773 eV

```
! wB97M-V def2-TZVPD RIJCOSX def2/J DEFGRID3
* xyz 0 3
O -2.348 1.899 1.592
C -2.345 0.875 0.474
C -2.980 1.954 -0.485
H -2.968 -0.026 0.605
H -1.212 0.722 0.395
C -2.212 2.966 0.528
H -4.086 1.761 -0.450
H -2.652 2.001 -1.530
C -2.634 4.262 1.193
H -3.415 4.912 0.771
H -1.802 4.960 1.270
H -2.894 4.086 2.202
C -0.800 2.876 -0.130
H -0.765 2.257 -1.057
H -0.124 2.331 0.555
H -0.281 3.816 -0.409
Tm 1.900 0.464 -0.626
C 3.908 -0.319 -1.769
C 2.796 -0.729 -2.562
C 2.102 0.439 -3.011
H 2.567 -1.768 -2.835
C 2.803 1.588 -2.499
C 3.919 1.109 -1.733
H 4.626 1.719 -1.167
H 4.664 -0.981 -1.345
H 1.225 0.444 -3.667
H 2.490 2.628 -2.596
C 2.392 0.107 2.005
C 3.348 1.023 1.453
C 2.741 2.317 1.443
H 4.387 0.787 1.262
C 1.473 2.213 2.068
C 1.197 0.843 2.293
H 0.240 0.426 2.618
H 2.583 -0.917 2.311
H 3.195 3.237 1.074
H 0.792 3.018 2.327
O -0.132 5.030 -2.007
C 0.436 6.388 -1.979
C -0.609 7.482 -1.927
H 1.126 6.557 -2.814
H 0.982 6.470 -1.042
C -1.951 6.776 -2.028
H -0.521 8.265 -2.682
H -0.595 7.971 -0.943
C -1.585 5.282 -1.901
H -2.490 7.007 -2.956
H -2.644 7.088 -1.219
H -2.199 4.656 -2.562
H -1.832 4.932 -0.897
C -1.140 -4.343 2.530
C -0.718 -2.900 2.167
C -1.996 -2.054 2.220
C 0.190 -2.414 3.306
P 0.151 -2.759 0.474
N 0.850 -1.375 0.050
C 1.398 -4.224 0.399
C 0.739 -5.577 0.068
C 2.434 -3.889 -0.679
C 2.153 -4.385 1.729
C -1.220 -3.063 -0.830
C -2.078 -1.801 -0.960
C -0.521 -3.245 -2.181
C -2.185 -4.225 -0.568
H -1.678 -4.291 3.488
H -0.289 -5.011 2.680
H -1.826 -4.790 1.808
H -2.368 -2.068 3.254
H -1.810 -1.009 1.964
H -2.805 -2.452 1.600
H -0.422 -2.300 4.215
H 0.989 -3.123 3.544
H 0.632 -1.445 3.071
H 0.269 -5.608 -0.920
H 1.529 -6.347 0.060
H 0.010 -5.894 0.823
H 2.892 -2.915 -0.473
H 3.227 -4.652 -0.667
H 2.008 -3.870 -1.686
H 2.626 -3.443 2.031
H 1.531 -4.772 2.546
H 2.962 -5.124 1.589
H -1.406 -0.937 -0.981
H -2.646 -1.807 -1.905
H -2.826 -1.704 -0.163
H 0.036 -4.184 -2.240
H -1.285 -3.260 -2.974
H 0.152 -2.402 -2.388
H -1.685 -5.189 -0.446
H -2.847 -4.044 0.288
H -2.840 -4.312 -1.453
*
```

Atom charges from the Löwdin analysis, given in e for atoms 1 to 8: atom 1 (O): -0.130, atom 2 (C): -0.175, atom 3 (C): -0.052, atom 4 (H): 0.083, atom 5 (H): 0.086, atom 6 (C): -0.420, atom 7 (H): 0.118, atom 8 (H): 0.089